(1)
The following is a DFT calculation (ωB97M-V/def2-TZVPD) of the molecule C4H6N2 at a distorted geometry.

Last column: Mulliken charge in e.
Element x y z (Å)
N -1.73 -1.03 -1.34  -0.31
C -0.69 -0.24 -1.20  -0.43
C 0.52 -0.48 -0.64  0.31
C 1.38 -0.09 0.35  -0.56
C 0.91 0.88 1.33  0.06
N -0.31 1.27 1.35  -0.61
H -2.48 -0.69 -1.92  0.26
H -1.98 -1.73 -0.65  0.23
H 0.73 -0.74 -1.74  0.17
H 2.41 -0.43 0.38  0.31
H 1.67 1.29 2.01  0.34
H -0.44 1.99 2.07  0.23

The net charge is 0. The LUMO energy is 0.59 eV. The value obtained for the HOMO energy is -7.558 eV.

(2)
The following is a DFT calculation (ωB97M-V/def2-TZVPD) of a cluster of 2 separate species, C4H6N2 in total at a distorted geometry.

Last column: Mulliken charge in e.
Element x y z (Å)
N -2.48 -0.87 -1.30  -0.35
C -1.94 0.01 -0.73  0.17
C -1.05 1.08 0.19  -0.12
C -0.68 -0.27 0.54  -0.42
C 1.62 -0.71 -0.42  -0.10
N 1.69 0.28 0.37  -0.53
H -0.27 1.56 -0.42  0.22
H -1.41 1.77 0.99  0.28
H -1.27 -0.57 1.40  0.19
H 1.11 -0.64 -1.39  0.20
H 2.17 -1.65 -0.35  0.28
H 2.34 0.14 1.14  0.18

The net charge is 0. The LUMO energy (alpha / beta) is -0.22 / -0.22 eV. The value obtained for the HOMO energy (alpha / beta) is -8.093 / -8.094 eV.

Values for relative energy (zero: lowest compared OMol25 entry of this formula, charge and spin), kJ/mol, ordered as above
380.73; 689.45